C14H23AlCaCl5F10KLiN4NaO9SSi2 as an isolated structure in a non-equilibrium geometry. Source: OMol25; level of theory: ωB97M-V with the def2-TZVPD basis set.

Element x y z (Å)
N (5.7551, 1.1970, 0.4421)
C (5.0367, 1.8097, -0.6985)
N (4.8147, 3.2719, -0.3419)
N (5.9185, 1.8259, -1.9041)
C (3.5791, 1.2121, -0.9794)
Si (3.3568, -0.6282, -0.5208)
Cl (3.3421, -1.8805, -2.2641)
O (1.9212, -0.7577, 0.4349)
Si (0.4658, -0.7784, -0.4869)
C (-0.6124, 0.7967, -0.2921)
C (-0.2165, 1.9968, -1.2880)
O (0.6990, 1.4801, -2.3085)
C (0.3355, 3.2964, -0.5396)
F (0.8943, 3.0609, 0.7027)
F (-0.7635, 4.2175, -0.3526)
F (1.3420, 3.9928, -1.3607)
H (5.1568, 1.1647, 1.2878)
H (6.4922, 1.8818, 0.6922)
H (4.1223, 3.5875, -1.0474)
H (5.6881, 3.8004, -0.4434)
H (5.3258, 1.8777, -2.7399)
H (6.5291, 0.9992, -1.9127)
H (2.8119, 1.8077, -0.3774)
H (3.3220, 1.3576, -2.0791)
H (4.4851, -1.1064, 0.2935)
H (-0.3474, -1.8932, 0.0440)
H (0.6400, -1.0662, -1.9184)
H (-0.6913, 1.1542, 0.7865)
H (-1.6800, 0.4825, -0.5827)
H (-1.1443, 2.3406, -1.8705)
H (0.8756, 2.1609, -2.9934)
F (-4.9458, -2.6724, -1.9976)
Al (-4.4847, -1.2065, -1.1478)
F (-5.4997, -0.9840, 0.2705)
F (-4.6931, 0.1755, -2.2469)
F (-2.7870, -1.3034, -0.6600)
C (8.4333, -1.8932, 0.4580)
N (8.4455, -1.0346, -0.7546)
O (9.3018, -0.1760, -0.8241)
O (7.5880, -1.2548, -1.5949)
H (9.2435, -1.5856, 1.1152)
H (7.4695, -1.7557, 0.9447)
H (8.5697, -2.9244, 0.1318)
Na (-5.5827, 0.7496, -3.9423)
C (-9.8488, -1.3507, -0.1486)
C (-9.2752, -1.3533, -1.3508)
C (-9.9785, -0.8271, -2.5411)
O (-9.4538, -0.8295, -3.6398)
C (-11.3451, -0.2957, -2.3442)
C (-11.9211, -0.2923, -1.1419)
C (-11.2168, -0.8185, 0.0482)
O (-11.7382, -0.8144, 1.1425)
H (-9.3476, -1.7335, 0.7322)
H (-8.2496, -1.7479, -1.5159)
H (-11.8452, 0.0865, -3.2252)
H (-12.9205, 0.0921, -0.9812)
C (5.1423, -2.5693, 4.2278)
F (5.4334, -3.8303, 4.6589)
F (4.5968, -2.7153, 2.9975)
F (4.1551, -2.1260, 5.0219)
S (6.6227, -1.4396, 4.2281)
O (7.5917, -2.0677, 3.3208)
O (7.0760, -1.4022, 5.6063)
O (6.1348, -0.1587, 3.7440)
C (-5.9685, 0.1297, 3.8736)
Cl (-7.2529, -0.9136, 3.2542)
Cl (-6.6143, 1.7160, 4.3196)
Cl (-5.1645, -0.6252, 5.2560)
H (-5.2335, 0.2693, 3.0848)
K (8.2902, -4.0976, 3.4490)
Li (-0.3013, 0.1618, -3.9102)
Cl (-7.3771, -3.0839, -2.1916)
Ca (1.4968, 5.8403, -1.1082)

Cartesian forces (eV/Å) of the 3 atoms listed first:
-0.31 0.67 -0.46
0.41 1.32 0.21
-1.46 -0.55 -0.55

Results
2S+1 = 1
orbital gap = 1.1 eV
LUMO level = -0.3278 Ha
net charge = +2

C14H23As2N2O3Ti as an isolated structure in a non-equilibrium geometry. Source: OMol25; level of theory: ωB97M-V with the def2-TZVPD basis set.

Element x y z (Å)
Ti (-0.7513, 0.7670, 0.5573)
C (-2.6970, -0.0262, 3.9852)
C (-1.7526, -0.0914, 2.8221)
N (-0.7796, 0.7275, 2.5739)
O (-0.6791, 1.7284, 3.5480)
C (-1.9217, -1.2232, 1.8504)
C (-2.1130, -2.6003, 2.4277)
N (-1.9209, -0.8665, 0.6060)
O (-2.1499, -1.8783, -0.2903)
H (-2.9501, 1.0106, 4.2210)
H (-2.2261, -0.4893, 4.8566)
H (-3.6257, -0.5554, 3.7551)
H (-0.0098, 2.3109, 3.1440)
H (-1.7178, -2.6443, 3.4465)
H (-1.5847, -3.3526, 1.8362)
H (-3.1804, -2.8378, 2.4508)
C (-0.9271, 1.3859, -3.8367)
As (-0.7766, 0.7670, -1.9586)
C (-2.5888, -0.1620, -2.0106)
C (0.8717, -0.2407, -2.0698)
C (1.0489, -1.0123, -3.2354)
C (2.2301, -1.7334, -3.4389)
C (3.2291, -1.7068, -2.4950)
C (3.0772, -0.9730, -1.3170)
C (1.8969, -0.2280, -1.0774)
As (1.7806, 0.7670, 0.5826)
C (3.6167, 0.5665, 1.3594)
C (1.8374, 2.7241, 0.7159)
H (-1.0453, 0.5475, -4.5446)
H (-0.0013, 1.9573, -4.0769)
H (-1.8015, 2.0510, -3.9528)
H (-2.7016, -0.7139, -2.9678)
H (-3.4172, 0.5696, -1.9050)
H (-2.6398, -0.8916, -1.1725)
H (0.2964, -1.0673, -3.9942)
H (2.3502, -2.3124, -4.3493)
H (4.1473, -2.2688, -2.6582)
H (3.8842, -1.0055, -0.6191)
H (4.3549, 0.9610, 0.6321)
H (3.8253, -0.5031, 1.5796)
H (3.7094, 1.1301, 2.3114)
H (2.8075, 3.0900, 0.3248)
H (1.6969, 3.0734, 1.7530)
H (1.0117, 3.1377, 0.0752)
O (-1.7149, 2.1126, 0.5573)

Cartesian forces (eV/Å) of the 3 atoms listed first:
-1.22 2.53 0.46
0.33 0.06 -0.08
-1.84 -3.21 -0.31

Results
2S+1 = 3
orbital gap (alpha / beta) = 3.5 / 6.4 eV
LUMO level (alpha / beta) = 0.1022 / 0.1009 Ha
net charge = -1
energy above the lowest of the compared OMol25 structures with the same formula, charge and spin = 3.739 eV

C14H23BHgN6 as an isolated structure in a non-equilibrium geometry. Source: OMol25; level of theory: ωB97M-V with the def2-TZVPD basis set.

Element x y z (Å)
H (-2.2830, -0.6383, 2.4578)
N (-0.4989, -1.3794, 1.5965)
B (1.2393, -2.8216, 0.3951)
N (0.0117, -2.6466, 1.3972)
C (-0.7247, -3.5206, 2.1287)
Hg (-0.5956, 0.4778, 0.1707)
H (-0.4516, -4.5676, 2.1562)
C (-1.7926, -2.8270, 2.7080)
H (-2.6134, -3.1909, 3.3000)
C (-1.6246, -1.5017, 2.3199)
H (1.5885, -3.9661, 0.3859)
C (1.6683, 2.8069, -0.9643)
H (1.3956, 3.7750, -1.4179)
H (1.2215, 1.9598, -1.5132)
H (2.7672, 2.7963, -1.0478)
N (2.4040, -1.8798, 0.8692)
N (0.8823, -2.3655, -1.0767)
N (2.2623, -0.5268, 0.8344)
N (0.4105, -1.0946, -1.3157)
C (3.6407, -2.2187, 1.3212)
C (0.9360, -3.0214, -2.2608)
H (3.9229, -3.2580, 1.3968)
H (1.2362, -4.0472, -2.3079)
C (4.3194, -1.0398, 1.6162)
C (0.4678, -2.1818, -3.2525)
C (3.4052, 0.0027, 1.2871)
C (0.1464, -0.9850, -2.6279)
H (5.3004, -0.9295, 2.0033)
H (0.3250, -2.3980, -4.3069)
H (3.5864, 1.0511, 1.3809)
H (-0.2788, -0.0625, -3.0464)
H (1.4331, 2.7847, 0.0770)
C (-1.8888, 3.4457, 0.8317)
C (-2.8297, 2.7332, -0.1635)
C (-2.9448, 3.5099, -1.4809)
C (-2.5142, 1.2645, -0.4513)
H (-0.9250, 3.6886, 0.3400)
H (-1.7081, 2.8656, 1.7611)
H (-2.4239, 4.3741, 1.0988)
H (-3.8312, 2.7119, 0.3062)
H (-1.9560, 3.6520, -1.9486)
H (-3.5982, 2.9815, -2.1959)
H (-3.3796, 4.4909, -1.2619)
H (-2.4158, 1.0336, -1.5233)
H (-3.2922, 0.6630, 0.0235)

Cartesian forces (eV/Å) of the 3 atoms listed first:
0.46 -0.39 0.20
-0.73 -0.77 -0.38
0.34 0.82 0.22

Results
2S+1 = 1
orbital gap = 9.0 eV
LUMO level = 0.0137 Ha
energy above the lowest of the compared OMol25 structures with the same formula, charge and spin = 0.000 eV

- Among the records above, which one has the highest 2S+1?
  C14H23As2N2O3Ti